--- a ---
Entry from the OMol25 dataset: an isolated ion of composition C3H5N2O2 and charge +1 (the ωB97M-V functional and the def2-TZVPD basis).

Results
* HOMO level (alpha / beta): -14.49 / -14.49 eV
* structure (SMILES): O=C/C=[NH+]\C=[NH+]/[O-]
* molecular weight: 101.08 u
* charge: +1

Element x y z (Å)
O: 2.00 -1.07 0.93
C: 1.56 -0.42 0.05
C: 0.99 0.83 -0.34
N: -0.35 1.03 -0.39
C: -1.29 0.38 0.44
N: -1.21 -0.88 0.53
O: -0.46 -1.54 -0.30
H: 1.63 -0.76 -1.11
H: 1.56 1.45 -1.03
H: -0.68 1.67 -1.00
H: -1.99 0.92 1.16
H: -1.76 -1.62 1.05

--- b ---
Entry from the OMol25 dataset: C3H5N2O2 as an isolated structure (the ωB97M-V functional and the def2-TZVPD basis).

Results
* HOMO level: -14.65 eV
* molecular weight: 101.08 u
* charge: +1

Element x y z (Å)
C: 1.71 -0.59 -0.08
C: 0.51 -1.23 -0.02
C: 0.14 0.95 -0.13
N: 1.46 0.75 -0.14
N: -0.41 -0.25 -0.04
O: -2.85 0.45 0.04
O: -2.12 -0.62 -0.18
H: 2.70 -1.00 -0.08
H: 0.26 -2.27 0.02
H: -0.38 1.89 -0.18
H: 2.16 1.48 -0.20
H: -3.18 0.43 0.97

--- c ---
Entry from the OMol25 dataset: an isolated ion of composition C3H5N2O2 and charge +1 (the ωB97M-V functional and the def2-TZVPD basis).

Results
* HOMO level (alpha / beta): -15.17 / -15.17 eV
* structure (SMILES): Cc1c[nH]o[n+]1=O
* molecular weight: 101.08 u
* charge: +1

Element x y z (Å)
C: 0.45 0.14 1.59
C: 0.13 0.00 0.17
C: -0.15 0.95 -0.78
N: -0.53 0.37 -1.91
O: -0.41 -0.99 -1.76
N: -0.03 -1.22 -0.34
O: -0.12 -2.25 0.10
H: 1.16 0.92 2.02
H: 1.01 -0.68 2.09
H: -0.56 0.11 2.22
H: -0.30 2.00 -0.58
H: -0.64 0.64 -2.82

Q: What are the energies relative to the best structure? A: a 0.0120; b 0.0000; c 0.0280, in hartree.

--- a ---
Entry from the OMol25 dataset: a 2-piece molecular cluster, C3H5N2OS overall (the ωB97M-V functional and the def2-TZVPD basis).

Results
* HOMO level (alpha / beta): -12.69 / -12.72 eV
* molecular weight: 117.15 u
* charge: +1

Element x y z (Å)
C: -0.49 -0.20 -0.16
C: 1.57 0.62 -0.59
C: -0.25 1.04 0.74
N: 0.58 -0.35 -0.91
N: -1.66 -0.83 -0.21
O: 1.07 1.36 0.34
S: 3.99 -0.62 0.26
H: -1.01 1.88 0.65
H: -0.28 0.57 1.74
H: 0.84 -1.14 -1.46
H: -2.60 -0.44 0.01
H: -1.76 -1.88 -0.42

--- b ---
Entry from the OMol25 dataset: an isolated ion of composition C3H5N2OS and charge +1 (the ωB97M-V functional and the def2-TZVPD basis).

Results
* HOMO level: -15.22 eV
* molecular weight: 117.15 u
* charge: +1

Element x y z (Å)
C: -0.30 0.68 -0.79
C: -0.50 -0.07 0.58
C: 0.32 -0.71 -0.46
N: -1.08 0.80 -1.88
N: -1.84 -0.02 -2.31
O: -2.02 -2.52 -3.55
S: -2.53 -1.38 -2.84
H: 0.45 1.42 -0.85
H: -0.28 0.33 1.51
H: -1.50 -0.55 0.62
H: 1.36 -0.75 -0.46
H: -0.08 -1.70 -0.81

--- c ---
Entry from the OMol25 dataset: an isolated ion of composition C3H5N2OS and charge +1 (the ωB97M-V functional and the def2-TZVPD basis).

Results
* HOMO level: -15.22 eV
* molecular weight: 117.15 u
* charge: +1

Element x y z (Å)
C: 1.74 0.55 0.80
C: 0.70 -1.37 0.10
C: -0.99 0.35 -0.08
N: 1.61 -0.81 0.70
N: -0.32 -0.69 -0.63
O: 0.83 1.36 0.87
S: -1.69 1.45 -1.13
H: 2.81 0.73 0.85
H: 0.48 -2.51 -0.09
H: -1.09 0.47 0.94
H: -0.07 -0.54 -1.71
H: -1.96 2.50 -0.37

Q: What are the energies relative to the best structure? A: a 0.1031; b 0.1261; c 0.0000, in hartree.